Entry from the OMol25 dataset: a structure of composition C23H43BrCl2N3O4SiSm in a non-equilibrium geometry (wB97M-V/def2-TZVPD).

```
78
Properties=species:S:1:pos:R:3:forces:R:3
C -1.592 -0.605 -3.549 -0.039 0.217 -0.170
C -1.097 -1.842 -2.859 0.480 -0.755 0.067
H -1.568 -0.705 -4.641 -0.108 0.121 0.309
H -0.977 0.268 -3.260 -0.290 -0.326 -0.057
H -2.627 -0.387 -3.225 0.426 -0.052 -0.182
C -0.528 -2.904 -3.445 -0.472 0.465 0.129
C -0.349 -3.083 -4.911 0.169 -0.060 -0.600
H -0.212 -3.744 -2.827 -0.110 0.132 -0.059
H -0.396 -2.133 -5.461 0.002 -0.333 0.122
H -1.115 -3.757 -5.324 0.157 0.150 0.043
H 0.621 -3.546 -5.130 -0.117 0.073 -0.017
Sm 0.141 0.656 0.752 -0.616 -1.252 -1.145
Cl 0.932 2.708 -0.532 0.167 0.010 0.131
C -0.568 -2.103 2.572 0.633 0.753 -0.246
O 0.210 -1.149 2.304 -0.966 -1.362 0.548
N -0.172 -3.208 3.201 0.101 0.113 -0.019
C 1.213 -3.380 3.626 -0.110 -0.123 0.014
C -1.108 -4.276 3.522 -0.054 0.127 0.023
H -1.644 -2.075 2.300 0.511 0.065 0.078
H 1.781 -2.477 3.396 -0.130 -0.153 0.044
H 1.659 -4.245 3.119 -0.104 0.162 -0.040
H 1.236 -3.584 4.702 0.021 0.129 -0.104
H -2.075 -4.017 3.080 0.140 -0.221 0.140
H -1.206 -4.379 4.611 -0.020 0.064 -0.205
H -0.763 -5.231 3.108 -0.071 0.262 -0.003
H 0.778 3.397 5.928 0.022 -0.060 -0.124
H -1.229 4.773 5.516 0.015 -0.025 -0.290
C 1.074 3.473 4.877 0.049 0.074 0.057
C -0.924 4.887 4.467 -0.042 -0.017 -0.207
N -0.100 3.756 4.064 0.110 0.141 0.234
H 1.517 2.538 4.536 -0.026 0.165 0.110
C -0.378 3.001 3.011 0.560 -0.999 -0.318
O 0.330 2.005 2.698 -0.942 1.225 0.385
H -1.808 4.916 3.823 0.119 0.108 0.192
H -1.275 3.278 2.425 0.312 -0.134 0.256
H 1.802 4.288 4.787 -0.106 -0.135 -0.046
H -0.366 5.830 4.370 -0.127 -0.249 -0.020
H 1.222 -0.403 -2.734 0.289 0.076 0.195
H 2.366 -3.035 -2.535 0.112 0.236 0.046
C 2.243 -0.144 -2.422 -0.321 0.118 -0.198
C 3.216 -2.413 -2.217 -0.075 -0.202 0.193
N 2.770 -1.194 -1.556 0.202 -0.169 0.573
H 2.218 0.821 -1.903 0.058 -0.327 -0.102
C 2.768 -1.111 -0.222 -0.275 0.755 -0.436
O 2.362 -0.119 0.425 0.580 -1.046 -0.391
H 3.833 -2.992 -1.519 -0.094 0.071 -0.238
H 3.175 -2.004 0.290 -0.066 0.309 -0.139
H 2.875 -0.091 -3.314 0.035 0.103 0.201
H 3.803 -2.154 -3.102 0.002 -0.039 0.190
O -0.302 -0.807 -0.913 1.115 1.111 1.241
C -1.193 -1.744 -1.348 -0.437 -0.067 0.479
C 0.220 -3.627 -0.364 0.045 -0.222 0.007
C -1.035 -3.081 -0.614 -0.340 0.590 -0.386
H 1.106 -3.021 -0.569 -0.364 -0.252 0.005
C 0.330 -4.944 0.087 -0.069 0.203 -0.020
H -2.210 -1.373 -1.140 -0.222 -0.228 0.113
C -2.186 -3.781 -0.256 0.147 -0.390 -0.127
H 1.324 -5.382 0.208 -0.325 0.016 0.038
C -0.825 -5.694 0.329 0.038 -0.048 0.070
C -2.086 -5.098 0.194 0.162 -0.181 0.082
H -3.155 -3.296 -0.390 0.225 -0.219 -0.003
H -0.722 -6.743 0.631 -0.164 0.427 -0.079
H -2.990 -5.675 0.414 0.319 0.197 -0.042
Si -0.457 5.358 -1.721 0.144 0.450 -0.578
Cl -0.903 3.748 -3.012 0.096 0.419 0.145
C 1.374 5.612 -1.363 0.234 -0.313 0.091
C -1.639 5.278 -0.269 0.029 0.000 0.141
C -0.857 6.870 -2.789 -0.183 -0.330 -0.104
H 1.902 4.706 -1.043 -0.190 0.552 -0.144
H 1.501 6.368 -0.576 -0.117 -0.022 -0.160
H 1.862 5.984 -2.272 -0.129 0.053 0.095
H -0.111 6.929 -3.599 -0.281 0.006 0.247
H -0.834 7.810 -2.227 0.018 -0.113 -0.021
H -1.848 6.752 -3.247 0.183 0.146 0.063
H -1.580 4.339 0.296 0.038 0.196 -0.237
H -2.665 5.387 -0.645 0.191 -0.059 0.063
H -1.444 6.123 0.410 -0.013 -0.180 -0.125
Br -2.648 0.894 0.962 -0.140 0.074 0.222
```
Forces are in eV/Å.

Kohn-Sham gap (alpha / beta): 8.5 / 8.5 eV
Net charge: 0
HOMO level (alpha / beta): -8.17 / -8.19 eV
Relative energy (zero: lowest compared OMol25 entry of this formula, charge and spin): 0.0 kJ/mol
E: -5809.57783 Ha
LUMO energy (alpha / beta): 0.3 / 0.3 eV
2S+1: 6

---

Entry from the OMol25 dataset: a cluster of 14 separate species, C23H43Cl26F2NO4S in total in a non-equilibrium geometry (wB97M-V/def2-TZVPD).

```
100
Properties=species:S:1:pos:R:3:forces:R:3
C 4.355 -1.024 2.151 -0.425 0.450 -0.018
C 3.297 -1.715 1.278 0.205 0.197 0.516
C 3.749 -2.983 0.562 0.065 -0.891 -0.025
C 5.037 -2.738 -0.269 -0.210 -0.367 0.450
C 4.240 -4.108 1.494 -0.050 0.420 -0.067
O 4.871 -3.966 2.495 0.572 -0.078 0.312
N 3.857 -5.379 0.987 -0.607 0.252 -0.053
C 2.585 -5.181 0.306 1.794 0.407 -0.354
O 2.314 -6.155 -0.643 -0.372 -0.303 0.262
S 1.333 -5.480 1.633 -0.891 -1.623 -1.010
O 1.757 -6.560 2.447 0.241 0.434 0.313
O 0.028 -5.532 1.065 0.002 0.568 0.107
F 1.456 -4.149 2.443 0.221 0.139 0.144
C 2.690 -3.757 -0.285 -1.199 0.891 -0.036
C 1.293 -3.163 -0.524 -0.264 -0.007 -0.341
C 1.284 -1.799 -1.238 0.264 -0.232 0.232
C 0.453 -0.731 -0.544 0.267 0.579 -0.404
F 0.376 -0.903 0.841 -0.161 -0.122 -0.072
H 4.528 -1.534 3.092 0.223 -0.185 -0.114
H 3.958 -0.036 2.400 0.015 0.000 0.039
H 5.289 -0.839 1.622 0.107 -0.171 0.074
H 2.438 -1.909 1.921 -0.091 -0.143 -0.163
H 2.964 -0.969 0.558 -0.013 -0.170 -0.182
H 5.859 -2.586 0.428 0.087 0.363 -0.144
H 5.284 -3.655 -0.809 -0.035 0.168 -0.326
H 4.925 -1.897 -0.950 0.047 -0.027 -0.060
H 4.549 -5.899 0.467 0.061 -0.261 0.335
H 3.037 -6.172 -1.282 -0.018 0.096 -0.004
H 3.062 -3.885 -1.310 0.303 -0.201 0.562
H 0.684 -3.146 0.376 0.121 0.231 0.072
H 0.784 -3.868 -1.187 -0.029 -0.129 0.149
H 0.844 -1.921 -2.236 0.634 0.324 0.534
H 2.314 -1.458 -1.358 -0.034 0.124 -0.066
H -0.558 -0.669 -0.956 -0.139 -0.304 0.284
H 0.906 0.248 -0.709 -0.128 -0.271 0.152
C 2.990 -3.162 -4.525 -0.063 -0.023 -0.146
Cl 4.255 -2.152 -3.827 0.015 0.018 0.019
Cl 2.644 -4.598 -3.544 -0.087 -0.040 -0.426
H 2.080 -2.578 -4.603 -0.008 0.000 0.079
H 3.315 -3.491 -5.505 0.035 -0.037 0.023
C 2.296 2.967 -0.530 0.066 -0.126 0.008
Cl 2.032 2.178 1.028 0.031 0.031 0.009
Cl 1.078 2.426 -1.702 0.205 0.403 -0.236
H 2.222 4.040 -0.423 -0.082 0.005 0.093
H 3.282 2.691 -0.886 -0.057 -0.076 -0.091
C -2.338 1.405 -2.862 0.001 0.005 0.083
Cl -0.888 0.724 -3.613 0.037 -0.089 0.169
Cl -3.711 0.296 -2.979 -0.026 0.003 0.028
H -2.128 1.589 -1.814 0.017 -0.055 0.008
H -2.589 2.329 -3.369 -0.028 -0.047 -0.093
C -2.290 -3.466 -2.899 -0.105 0.035 0.111
Cl -0.671 -2.929 -3.383 -0.642 -0.316 -0.697
Cl -2.195 -4.320 -1.360 -0.108 -0.096 0.010
H -2.914 -2.587 -2.782 0.071 0.038 0.035
H -2.696 -4.126 -3.655 0.122 -0.060 -0.012
C 0.033 4.424 -4.916 0.149 0.012 -0.106
Cl 0.864 5.903 -5.418 0.018 -0.035 0.005
Cl -1.489 4.785 -4.084 -0.046 -0.068 0.009
H -0.196 3.831 -5.795 0.140 0.300 0.182
H 0.678 3.877 -4.237 -0.039 0.040 0.068
C -0.788 0.895 -7.787 0.000 -0.038 -0.009
Cl 0.887 0.423 -7.464 -0.003 -0.025 -0.018
Cl -1.412 2.004 -6.562 -0.111 -0.264 -0.530
H -0.829 1.386 -8.752 0.069 0.051 0.022
H -1.405 0.004 -7.788 0.028 -0.020 0.084
C 3.400 6.595 2.061 -0.006 0.055 0.029
Cl 4.898 6.045 1.297 0.016 0.022 0.009
Cl 2.037 5.543 1.667 -0.080 0.200 0.165
H 3.536 6.591 3.136 0.018 -0.081 -0.001
H 3.179 7.595 1.709 0.005 -0.023 -0.072
C -1.278 0.000 3.253 -0.016 -0.134 -0.032
Cl -2.426 1.122 2.507 -0.006 0.007 -0.025
Cl 0.230 0.813 3.697 0.080 -0.092 0.121
H -1.726 -0.412 4.149 -0.022 0.095 0.036
H -1.046 -0.782 2.541 0.037 0.105 -0.017
C -1.053 4.207 3.785 0.051 -0.072 -0.028
Cl -1.560 5.069 2.329 -0.057 0.008 -0.037
Cl -0.307 5.295 4.971 -0.029 -0.034 0.017
H -1.923 3.743 4.235 0.000 0.001 0.004
H -0.330 3.451 3.507 0.047 0.057 -0.024
C -3.702 4.776 6.376 0.029 0.000 0.054
Cl -3.695 3.009 6.401 0.067 0.001 -0.036
Cl -5.345 5.424 6.260 0.007 0.039 0.009
H -3.249 5.140 7.291 -0.063 -0.044 0.051
H -3.136 5.113 5.516 -0.075 0.040 -0.038
C -5.571 1.961 -7.065 -0.005 0.022 -0.065
Cl -4.463 3.023 -6.189 -0.267 0.155 0.088
Cl -5.820 0.421 -6.236 -0.005 -0.020 -0.020
H -6.526 2.462 -7.159 -0.010 -0.002 0.072
H -5.150 1.760 -8.043 0.049 -0.023 0.025
C -4.214 -3.777 2.093 0.039 -0.120 -0.021
Cl -3.256 -2.382 1.588 0.011 0.058 -0.011
Cl -5.604 -3.308 3.079 0.000 -0.022 -0.002
H -4.574 -4.284 1.205 -0.025 0.057 -0.025
H -3.582 -4.436 2.675 0.013 0.044 0.040
C -6.813 4.168 9.699 -0.040 0.007 -0.092
Cl -5.133 3.710 10.002 0.036 0.000 -0.037
Cl -7.543 4.976 11.092 -0.025 0.002 -0.014
H -6.834 4.846 8.854 0.048 0.038 0.030
H -7.379 3.271 9.483 0.016 -0.028 0.067
```
Forces are in eV/Å.

Kohn-Sham gap: 9.8 eV
Net charge: 0
HOMO level: -9.77 eV
E: -13820.74592 Ha
LUMO energy: 0.1 eV
2S+1: 1